Record 1
The following is a DFT calculation (wB97M-V/def2-TZVPD) of 2 unconnected molecules or ions with the total composition C6H16N2 in a non-equilibrium geometry.

Geometry as XYZ:
```
24
Properties=species:S:1:pos:R:3:lowdin_charge:R:1
C -2.074 0.025 1.334 -0.12
C -1.401 -0.919 0.376 -0.18
C -1.941 -2.102 0.098 -0.23
N -1.487 -3.030 -0.898 0.01
H -2.982 -0.404 1.754 0.06
H -1.428 0.270 2.178 0.06
H -2.333 0.921 0.766 0.07
H -0.594 -0.558 -0.255 0.07
H -2.865 -2.441 0.551 0.10
H -1.395 -3.917 -0.432 0.06
H -0.547 -2.780 -1.182 0.06
C 0.906 3.140 -0.007 -0.10
C 1.747 1.902 0.288 -0.31
N 1.378 0.836 -0.635 -0.15
C 2.308 -0.294 -0.572 -0.14
H 1.136 3.963 0.669 0.07
H -0.156 2.911 0.056 0.06
H 1.124 3.501 -1.016 0.07
H 1.535 1.563 1.304 0.11
H 2.807 2.175 0.192 0.11
H 1.413 1.204 -1.571 0.10
H 1.992 -1.084 -1.249 0.07
H 3.339 0.022 -0.776 0.07
H 2.293 -0.689 0.446 0.08
```

## Properties
- E_tot: -9460.7527 eV
- LUMO level: 1.05 eV
- SMILES: C/C=C/N.CCNC
- HOMO energy: -8.1 eV
- Multiplicity: 1
- ΔE to the lowest compared entry with this formula, charge and spin: 30.5 kcal/mol
- Frontier orbital gap: 9.16 eV

Record 2
The following is a DFT calculation (wB97M-V/def2-TZVPD) of C6H16N2 in the gas phase in a non-equilibrium geometry.

Geometry as XYZ:
```
24
Properties=species:S:1:pos:R:3:lowdin_charge:R:1
C -0.294 -3.083 -1.228 -0.11
C -0.352 -1.557 -0.751 -0.27
N 0.989 -1.064 -1.068 -0.08
C 1.556 -0.237 0.016 -0.22
C 0.965 1.160 0.232 -0.21
N -0.409 1.156 0.787 -0.27
C -0.462 1.881 2.032 -0.13
C -1.340 1.676 -0.198 -0.12
H 0.239 -3.250 -2.171 0.05
H 0.402 -3.608 -0.557 0.06
H -1.274 -3.591 -1.302 0.06
H -1.305 -1.144 -1.095 0.09
H -0.412 -1.628 0.348 0.10
H 1.190 -0.651 -1.970 0.11
H 2.674 -0.310 -0.025 0.12
H 1.364 -0.790 0.943 0.11
H 1.079 1.754 -0.677 0.11
H 1.633 1.759 0.887 0.11
H -0.319 2.960 1.928 0.09
H 0.200 1.380 2.763 0.09
H -1.412 1.687 2.561 0.08
H -2.359 1.731 0.238 0.10
H -1.100 2.680 -0.601 0.08
H -1.254 1.090 -1.094 0.06
```

## Properties
- E_tot: -9460.0876 eV
- LUMO level: 1.03 eV
- SMILES: CCNCCN(C)C
- HOMO energy: -8.3 eV
- Multiplicity: 1
- ΔE to the lowest compared entry with this formula, charge and spin: 45.8 kcal/mol
- Frontier orbital gap: 9.34 eV

Record 3
The following is a DFT calculation (wB97M-V/def2-TZVPD) of C6H16N2 in the gas phase in a non-equilibrium geometry.

Geometry as XYZ:
```
24
Properties=species:S:1:pos:R:3:lowdin_charge:R:1
C 0.033 -1.782 1.776 -0.10
N -1.086 -1.053 1.093 -0.26
C -2.150 -1.124 2.136 -0.11
C -0.797 0.105 0.318 -0.24
C -0.215 -0.193 -1.105 -0.22
C 1.218 -0.029 -1.485 -0.19
C 1.644 1.441 -1.025 -0.22
N 1.352 2.496 -2.029 0.01
H 0.948 -2.050 1.278 0.06
H -0.429 -2.760 2.117 0.09
H 0.356 -1.279 2.687 0.07
H -2.948 -0.382 1.841 0.10
H -2.584 -2.128 2.187 0.07
H -1.857 -1.046 3.148 0.05
H -0.219 0.855 0.853 0.09
H -1.760 0.681 0.139 0.13
H -0.627 -1.313 -1.333 0.16
H -0.767 0.379 -1.813 0.08
H 1.813 -0.700 -0.768 0.12
H 1.396 -0.154 -2.492 0.07
H 0.953 1.645 -0.216 0.07
H 2.652 1.483 -0.876 0.07
H 2.180 3.012 -2.024 0.03
H 0.628 3.141 -1.866 0.04
```

## Properties
- E_tot: -9459.2069 eV
- LUMO level: 1.02 eV
- SMILES: CN(C)CCCCN
- HOMO energy: -8.2 eV
- Multiplicity: 1
- ΔE to the lowest compared entry with this formula, charge and spin: 66.1 kcal/mol
- Frontier orbital gap: 9.21 eV

Record 4
The following is a DFT calculation (wB97M-V/def2-TZVPD) of C6H16N2 in the gas phase in a non-equilibrium geometry.

Geometry as XYZ:
```
24
Properties=species:S:1:pos:R:3:lowdin_charge:R:1
C -0.641 -2.378 0.535 -0.08
C -0.584 -0.911 1.010 -0.26
N 0.633 -0.184 0.608 -0.18
C 1.084 0.665 1.695 -0.13
C 0.553 0.436 -0.739 -0.39
C 1.214 -0.609 -1.599 -0.10
C -0.844 0.946 -1.187 -0.27
N -1.395 2.081 -0.397 -0.03
H -1.689 -2.527 0.099 0.10
H -0.191 -3.180 1.129 0.07
H -0.038 -2.348 -0.406 0.04
H -1.496 -0.427 0.651 0.08
H -0.698 -1.014 2.043 0.09
H 0.509 1.443 2.158 0.06
H 1.609 0.121 2.522 0.09
H 1.846 1.374 1.291 0.08
H 1.211 1.413 -0.826 0.16
H 2.120 -1.083 -1.092 0.10
H 1.706 -0.160 -2.476 0.07
H 0.600 -1.531 -1.859 0.08
H -1.542 0.004 -1.249 0.14
H -0.813 1.320 -2.237 0.11
H -1.892 1.729 0.460 0.07
H -0.597 2.690 0.026 0.10
```

## Properties
- E_tot: -9459.5284 eV
- LUMO level: 1.04 eV
- SMILES: CCN(C)[C@@H](C)CN
- HOMO energy: -8.4 eV
- Multiplicity: 1
- ΔE to the lowest compared entry with this formula, charge and spin: 58.7 kcal/mol
- Frontier orbital gap: 9.42 eV